# C35H52BrHgN3OP2

A molecular structure, C35H52BrHgN3OP2 at a distorted geometry (ωB97M-V with the def2-TZVPD basis set, OMol25).

electronic energy = -136432.72371 eV
spin multiplicity = 1
gap between HOMO and LUMO = 4.7442 eV
net charge = +2
E_LUMO = -8.15 eV

Geometry as XYZ:
```
95
C35H52BrHgN3OP2 ωB97M-V with the def2-TZVPD basis set
H -1.8310 3.7860 3.2480
H -1.6478 5.9081 -8.7195
H -2.3543 -3.5373 -0.2297
H 3.3134 -0.8712 -4.0667
H -0.8063 8.7649 -5.8354
H 2.6099 1.8850 8.3320
H 4.8875 0.2077 0.6788
H -4.5461 -4.8290 -0.9897
C -0.0375 2.4235 -1.4214
H -3.2286 -2.0350 -0.7369
C -1.6605 0.8856 -0.4011
C -2.9833 -1.8730 -4.8563
C -0.9706 2.7067 -2.4069
H 0.3307 1.2444 0.3436
H 4.3261 -3.8733 -0.0758
H -0.9054 -5.3232 -3.9505
H -1.8345 -0.2866 7.2518
C -4.4922 -3.7930 -0.6207
C -1.0985 5.0523 -6.7805
H -4.6397 -3.8346 0.4662
C -0.7165 -3.6689 -2.5673
C -0.8786 7.6959 -6.0696
H 0.1772 -1.6993 7.0063
C -0.6911 2.1326 2.4975
C 0.7867 1.5218 6.3617
C 2.8647 -0.3973 0.1586
H -2.0051 -1.3822 5.8758
H -1.6819 0.3536 5.5902
C 0.0343 -0.8577 6.3068
H -0.3809 -3.6058 -1.5203
H -1.2169 2.2024 1.5610
C -1.3472 6.1031 -7.6815
P -2.5329 -3.3677 -2.6009
P 1.9336 -1.7336 -0.6476
Hg -0.2310 -1.0453 -1.4161
H 3.1599 0.5196 9.3765
O 1.0189 2.5094 7.0614
H -5.3322 -3.2059 -1.0091
C -0.6711 3.4894 -3.5332
C 1.4703 0.0514 8.1429
H 4.5417 -1.4704 1.1093
C -0.3419 -5.0658 -3.0444
H 2.7187 0.5325 -0.4136
H -0.3222 7.0308 -4.1151
N 0.2774 1.2298 2.6102
N 0.9480 0.2121 6.7878
C 2.6035 -1.9764 -2.3442
C 2.7727 0.8019 8.3805
H 1.7288 -2.1634 -2.9822
H -3.4399 -1.1159 -2.8358
H -1.7298 -1.1203 -3.2844
C -0.5181 2.8465 4.7438
C -2.2421 2.1164 -2.3990
H 3.5108 0.4937 7.6307
C -1.4552 -0.5051 6.2413
H -3.7786 -2.6219 -4.9759
C -0.6161 6.7069 -5.1056
H 3.1690 -2.9079 -2.3891
H -3.0081 2.4552 -3.1027
H 0.7178 0.4170 8.8598
H -0.2264 -2.9064 -3.2034
C -2.5271 1.1460 -1.4746
C -0.6175 4.2974 -4.4602
C 0.3337 1.7464 4.9366
C 3.3909 -0.8226 -2.9711
H -2.0877 -2.1470 -5.4350
H 1.3292 -3.6374 0.6922
H 1.5974 -1.0251 8.2991
H 4.8484 -1.0020 -0.6001
H -0.5012 -5.8043 -2.2404
C 0.7924 1.0075 3.8288
H -3.3519 -0.9295 -5.2751
C 2.2960 -3.1592 0.4622
H 1.5276 0.2060 3.9491
C -2.6716 -1.7019 -3.3611
H 0.7273 -5.0862 -3.2960
C -0.7501 5.3450 -5.4477
H 3.0026 -4.6663 -0.9761
C 3.2895 -4.2339 -0.0099
H 2.4005 -0.2227 1.1434
H 0.3678 -1.1651 5.3025
Br -2.3840 -0.0903 1.1008
C 4.3658 -0.7008 0.3421
H 0.8734 3.0081 -1.3331
H 4.4607 -0.8838 -2.7352
H -0.7434 3.5190 5.5750
C -3.1315 -3.1268 -0.8892
N -1.2218 7.3718 -7.3148
H 3.2995 -5.0726 0.7033
H 3.0186 0.1658 -2.6599
C -0.3350 1.4524 -0.4792
C -1.0851 3.0263 3.4971
H 2.6727 -2.7551 1.4181
H -3.4854 0.6908 -1.4366
H -1.2027 4.0374 -7.1455
```

Löwdin population analysis, charges in e, atoms 1 to 2: 0.122, 0.120

---

# C35H52Cl2N6O6S5SiTi

A molecular structure, C35H52Cl2N6O6S5SiTi (ωB97M-V with the def2-TZVPD basis set, OMol25).

electronic energy = -168590.93902 eV
spin multiplicity = 2
gap between HOMO and LUMO (alpha / beta) = 4.5775 / 4.6093 eV
net charge = -1
E_LUMO (alpha / beta) = 1.90 / 1.92 eV

Geometry as XYZ:
```
108
C35H52Cl2N6O6S5SiTi ωB97M-V with the def2-TZVPD basis set
C -2.7791 -1.4565 4.8115
H -1.5957 -5.2560 -1.5306
H 0.4547 -3.4833 -0.0704
H -2.5918 -4.3290 1.9926
C 5.6479 1.9875 2.9760
C -0.8197 -0.1045 4.0424
C 1.9357 0.1367 -4.3129
Ti 1.3107 0.1982 0.4600
C 3.9279 1.2719 1.4482
H 2.9011 -0.5577 -6.6860
Si -1.5967 -1.3559 1.3198
H 0.1220 -0.1140 3.4982
H 0.3545 4.8328 3.5255
H 5.3575 1.4373 5.0075
C -3.9908 0.0217 -0.7435
C 3.2320 0.5905 2.4975
H -3.2402 -2.4464 4.8040
H -2.6630 -1.1284 5.8475
N 3.3215 1.2183 0.2382
N 1.8787 -1.0876 -4.9210
H 5.6129 2.7958 -1.5953
H -3.4440 -0.7581 4.2973
C -0.3047 3.3285 1.3382
H -5.5789 1.4436 1.0309
H 0.0523 -5.0967 0.4798
O -1.6626 -2.0485 2.8003
H 1.3387 -1.3596 -6.9698
H -2.8321 -3.9870 -1.7109
H -1.5630 3.8318 -2.3354
S 2.8105 -4.9188 -1.6062
H -2.8392 5.3140 1.8410
O 2.1877 0.2178 -3.1150
C 0.7864 1.2982 -6.2004
C -3.9889 -0.0111 0.7804
N 0.0361 1.2623 -0.8129
H -3.5775 -0.9084 -1.1374
C -4.8059 -1.1918 1.2988
C -1.3931 1.8748 -3.1949
H -4.4197 -2.1273 0.8906
H -0.3418 -2.1800 5.8523
H -5.8536 -1.0869 1.0071
C 5.7577 2.5162 0.5178
C -0.6265 2.4608 -0.9920
H -1.8481 2.1426 -4.1387
C 3.7664 0.7034 3.7662
H -2.7649 4.1443 -0.6262
C -2.6419 -4.6602 0.9541
O -2.6431 -0.0890 1.2402
C -1.2165 2.8154 -2.1975
C 1.9647 -2.2483 -4.0260
C -0.3308 0.3083 -1.7404
C -1.6726 -3.8473 0.1044
C -0.6813 4.5018 3.4804
C -1.0181 0.5520 -2.8883
Cl 7.1440 2.8153 3.3065
H -3.9414 2.1322 0.9846
C -4.5416 1.2943 1.3405
S 4.0903 -4.2239 -0.1977
H 2.7156 -2.2815 -6.3864
H 0.0008 -0.7023 -1.5204
H 0.9499 3.1426 -4.5504
C -0.2351 -4.0472 0.5568
C 5.1485 1.9452 1.6528
H -0.8631 -3.4763 4.7526
N -0.9345 3.2742 0.1365
H -0.1024 -3.7290 1.5931
Cl 2.9501 -0.0464 5.0938
N -1.0355 4.1694 2.1154
H -2.3833 -5.7200 0.9096
C -2.0699 4.0851 0.1887
H 3.4231 1.5808 -1.7602
H -5.0074 0.1508 -1.1247
H 0.8681 0.4323 -6.8453
N 1.7252 1.2690 -5.0931
C 3.9216 1.7263 -0.8086
C 4.9685 1.3933 3.9998
H -0.6223 0.2529 5.0565
C -1.4293 -1.5010 4.1045
O -0.1307 -0.7720 1.0142
C -1.8157 -4.1994 -1.3688
H -1.1093 -3.6121 -1.9588
H -0.7882 3.6273 4.1219
S 2.4317 -1.5306 -0.6558
H 1.6820 -3.1385 -4.5848
H 2.7017 3.1241 -4.8434
H -0.2483 1.3718 -5.8459
H -1.3404 5.2967 3.8217
H 1.2856 -2.1340 -3.1864
H 2.0163 2.4053 -3.3639
H 2.9620 -2.3923 -3.6088
H 0.9953 2.1791 -6.8091
C 1.8637 2.5574 -4.4271
H -4.4988 1.2788 2.4323
H -1.2403 -0.2777 -3.5467
H 6.7004 3.0359 0.6251
H -1.5036 0.5952 3.5516
O 2.1385 -0.0547 2.1966
O -2.0511 -2.4529 0.2072
C -2.1173 4.6456 1.4066
S 3.1799 -2.6981 0.8974
H -3.6660 -4.5348 0.5914
C -0.4723 -2.4581 4.8033
H 0.5008 -2.4342 4.3088
C 5.1563 2.3881 -0.7037
C 2.2127 -1.3185 -6.3128
H -3.3713 0.8484 -1.1006
H -4.7508 -1.2410 2.3882
S 1.1058 2.5913 1.8480
```

Löwdin population analysis, charges in e, atoms 1 to 2: -0.030, 0.090

---

# C35H52GdP3SSb

A molecular structure, C35H52GdP3SSb at a distorted geometry (ωB97M-V with the def2-TZVPD basis set, OMol25).

electronic energy = -103177.39082 eV
spin multiplicity = 8
gap between HOMO and LUMO (alpha / beta) = 5.5863 / 3.9810 eV
net charge = +3
E_LUMO (alpha / beta) = -8.60 / -12.05 eV

Geometry as XYZ:
```
93
C35H52GdP3SSb ωB97M-V with the def2-TZVPD basis set
H 0.8295 2.4441 5.6323
C 1.1166 0.3807 6.2726
C -0.4748 -3.2318 -3.4929
H 2.1659 -0.2099 -5.0949
C 5.3247 -3.1494 1.8624
C 0.9269 -0.2493 3.5565
C -1.2155 -4.4455 -3.2948
H -2.0555 4.9797 -2.4833
C -2.1966 -3.7467 2.5299
C 3.4333 2.3258 0.8927
C 2.8450 -1.8366 1.6914
C -3.2429 -3.3137 -3.9207
H 5.7953 -1.6196 3.3559
H -3.3144 -1.1040 0.0685
H -1.5398 0.8215 3.0516
H -1.6656 -4.8193 -0.6981
H 3.1746 0.7559 -3.0662
C -2.3572 -4.5241 1.3540
H -2.0559 4.4512 -0.7564
C 2.3605 3.7218 -1.4221
H -0.9900 3.9594 -4.3959
C 1.1103 -1.2669 4.4911
H -0.5019 4.9327 -1.5448
H -3.9063 0.3071 -0.9077
H 0.5499 -3.1581 -3.1849
H -3.6620 2.2618 -1.9866
C -2.9938 2.5895 0.9289
H -3.3212 3.2453 -3.4723
C 1.1670 4.0641 1.2072
P -2.1061 0.9194 0.7036
H 0.5278 3.5797 1.9832
H 4.2786 2.9295 0.5392
C -0.4145 -2.3949 1.4622
P 1.8842 2.7828 0.0491
P -1.2432 2.6827 -2.3159
C -2.9823 2.3757 -2.8631
H -3.1433 -5.5217 -3.7151
C 1.4064 0.3400 -4.4355
H 1.3224 -1.7532 6.5898
H -3.0255 1.4473 -3.4728
H 2.2616 3.0991 -2.3096
H -0.4409 2.2957 -4.6741
H 3.3698 2.4052 1.9881
C 2.1162 1.1064 -3.2906
H 0.5286 4.7791 0.6419
H 3.3995 4.0456 -1.3736
C -2.5266 -2.0838 -4.0886
H 3.6146 -0.4800 3.1790
H -3.0744 -5.3857 1.3180
C -2.6485 -4.5268 -3.5580
H 1.9724 4.6337 1.7244
H 3.6648 1.2769 0.6605
C 0.7952 1.0765 3.9609
C 0.9122 1.3984 5.3199
C -1.5583 -4.2062 0.2237
C -0.6347 -3.1440 0.3005
Gd 0.7939 0.6594 -1.3115
H 1.9859 2.2515 -3.2645
H -2.2120 -0.6669 2.5075
H 0.6067 3.4131 -3.7596
H 1.7543 4.6078 -1.5827
C -1.4815 4.4386 -1.7016
C 3.8421 -1.3620 2.5587
H -3.7879 2.5598 1.7012
C -0.4398 3.1181 -3.9444
H -2.2558 3.3337 1.2746
H 1.2006 0.6387 7.3368
C 3.1020 -2.9773 0.9041
H -0.7060 -5.3910 -2.9963
H 1.2084 -2.3161 4.2140
H -3.4591 2.9853 0.0080
C 5.0825 -2.0238 2.6465
H -2.8402 -3.9899 3.4142
C -3.6204 -0.0322 0.1123
C -1.1191 -2.0710 -3.9177
C 4.3366 -3.6346 1.0024
H 4.5235 -4.5414 0.4299
H -1.7104 0.3187 -4.3033
C 1.1944 -0.9605 5.8542
H -2.9773 -1.0842 -4.3647
S -0.6053 -0.2932 -3.6200
C -1.2226 -2.7290 2.5646
H 0.5811 0.8070 -5.0237
H 2.3406 -3.3810 0.1994
H -4.5069 0.0517 0.7916
H 6.2740 -3.6378 1.9700
H -3.2488 0.6363 2.9089
C -2.3039 0.4018 2.4184
H -4.2631 -3.3545 -4.2948
H 0.5930 1.8527 3.2130
H -0.0660 -2.9050 -0.6006
Sb 0.9841 -0.7831 1.4278
H -1.1394 -2.1827 3.5071
```

Löwdin population analysis, charges in e, atoms 1 to 2: 0.121, -0.031

---

# C35H52LaOP3Sb

A molecular structure, C35H52LaOP3Sb at a distorted geometry (ωB97M-V with the def2-TZVPD basis set, OMol25).

electronic energy = -74419.62636 eV
spin multiplicity = 1
gap between HOMO and LUMO = 4.8970 eV
net charge = +3
E_LUMO = -9.69 eV

Geometry as XYZ:
```
93
C35H52LaOP3Sb ωB97M-V with the def2-TZVPD basis set
H -1.7053 1.4430 -6.6744
H -1.6667 2.9704 -3.8571
C 1.8121 -2.7990 1.8006
P 0.8595 1.8697 -0.5935
H -2.1212 -3.2432 -2.4557
C 0.4141 -2.7937 -1.7418
C 2.4848 1.3462 -1.2857
C 1.9881 -1.0781 -5.7004
C 1.9446 0.8535 6.3917
H -2.3739 1.5492 4.3989
H -2.8388 -3.4501 3.6961
H 1.0839 -3.1415 -0.9431
C 1.1267 2.0670 4.4531
C -2.4867 4.9280 2.4589
C 4.5190 -2.9969 0.4240
H 3.0973 -0.5373 2.8362
C 0.3364 -2.1688 -7.1178
C -2.9458 -2.5844 3.0360
H -0.5677 -3.7192 0.4479
H -3.8409 3.3881 5.1888
H 2.3717 0.8651 7.4023
H 2.4335 -2.3026 -7.4473
C -1.4626 -3.3087 -0.0291
C -1.9751 -1.5623 3.0731
H 3.1412 2.2219 -1.2391
C -1.6386 2.6614 2.6880
H 2.3744 -1.3619 -0.2189
H -0.6190 2.8329 -6.4825
H -3.2734 0.4779 0.6876
C 0.7595 0.8622 3.8512
H 2.9675 0.4824 -0.8174
C 1.6701 -1.8960 -6.7814
H -3.9320 5.5497 3.9615
C -3.2058 -0.3800 1.3627
C 1.7526 2.0688 5.7111
H 3.0227 -0.7733 -5.5363
H 2.3160 3.7058 -0.1189
C 3.5617 -0.5254 1.8446
La -0.9408 0.9771 -3.0067
C 1.5944 3.1652 0.5143
P -0.9810 -1.8231 -1.0165
H 1.7113 -1.3093 6.2965
H -1.9541 -1.7297 -3.3346
Sb -0.4239 0.9647 1.9375
H 2.0297 3.0361 6.1574
H 5.2939 -2.4769 -0.1650
C -0.4124 -0.9790 -5.1817
H 2.1338 -3.8446 1.9523
H -1.1446 -1.6497 3.7821
C 0.5282 3.0050 -2.0797
H -4.8482 -3.2791 2.2193
C -1.6894 3.8722 1.9795
C -3.2884 4.7451 3.5987
C -0.6977 -1.8341 -6.2495
H -0.3779 3.6305 -2.0149
O 1.1342 -0.1261 -3.6263
C -3.2355 3.5285 4.2940
H -2.4776 5.8929 1.9368
H 1.4025 3.6649 -2.0607
H 2.1686 2.7254 1.3456
H -5.0535 -1.2701 0.7033
H 0.8269 -2.7864 1.2930
H 0.9136 3.9184 0.9284
H 0.7500 -1.3116 4.0525
C 1.0112 -0.3498 4.4934
C -2.4003 2.4909 3.8469
H -2.2287 -3.1426 0.7241
C 0.9423 -0.7033 -4.8123
C -2.2018 -2.1442 -2.3466
H 2.3149 1.0793 -2.3411
C -2.0954 -0.4764 2.2054
H 4.2272 -3.8725 -0.1799
H 1.0031 -2.2113 -2.4522
C -4.0675 -2.5044 2.1962
H -0.0312 -3.6605 -2.2450
C -4.1844 -1.3866 1.3538
H -1.7004 -2.2491 -6.3756
C -1.9797 2.3315 -4.7400
C -1.3382 2.1911 -5.9671
H 3.3118 0.4279 1.3588
H 4.6458 -0.6310 1.9410
H -1.3660 -0.5511 -4.6441
H 0.6471 2.4889 -3.1054
H -1.1282 4.0162 1.0478
H 0.9138 3.0184 3.9581
H 0.1445 -2.6286 -8.0838
H -1.8473 -4.0890 -0.6982
H -3.2340 -1.9073 -2.0349
P 3.0984 -1.9336 0.8484
H 1.7111 -2.2677 2.7657
C 1.5874 -0.3555 5.7724
H -3.0606 2.1373 -4.7935
H 4.9594 -3.3439 1.3776
```

Löwdin population analysis, charges in e, atoms 1 to 2: 0.100, 0.027

---

Among the records above, which one has the highest electronic energy?
C35H52LaOP3Sb

---

The lowest net charge belongs to which entry?
C35H52Cl2N6O6S5SiTi

---

What is the formula in the second record?
C35H52Cl2N6O6S5SiTi